Record 1
The following is a quantum chemistry calculation of C5H7NO as an isolated structure, from the OMol25 dataset.

Properties
LUMO (spin up / spin down) = -0.0538 / -0.0538 Eh
total charge = 0
max |F| = 1.06 eV Å⁻¹
energy relative to the best compared isomer or geometry (same formula, charge and spin) = 465.6 kJ/mol

Geometry (Å):
C: -1.0947 -0.8356 0.8439
C: -1.1237 0.5450 0.2803
C: 1.0796 0.7291 -0.5314
C: 1.8987 -0.2603 0.2272
O: 1.8187 -1.4559 0.0496
C: -1.7734 0.6799 -0.9792
N: -2.3705 0.8785 -1.9596
H: -2.1535 -1.0670 1.0357
H: -0.5637 -0.8778 1.7977
H: -0.7101 -1.6165 0.1747
H: 0.1262 1.0737 0.1802
H: 0.7470 0.3372 -1.4911
H: 1.5422 1.7161 -0.6277
H: 2.5772 0.1536 0.9998



Record 2
The following is a quantum chemistry calculation of a 2-piece molecular cluster, C2H3O2P overall, from the OMol25 dataset.

Properties
LUMO (spin up / spin down) = -0.0928 / -0.0784 Eh
total charge = 0
max |F| = 8.72 eV Å⁻¹
energy relative to the best compared isomer or geometry (same formula, charge and spin) = 494.4 kJ/mol

Geometry (Å):
C: 0.1528 -0.3255 -0.8443
C: 0.1161 1.4770 1.7603
O: 0.0224 -0.1783 0.3637
O: 0.1022 2.4608 1.1119
P: -0.0964 -1.7703 -2.0356
H: 0.4256 0.4751 -1.5695
H: -0.1935 0.6231 2.2429
H: -0.5293 -2.7619 -1.0293



Record 3
The following is a quantum chemistry calculation of C32H61N3O7S as an isolated structure, from the OMol25 dataset.

Properties
LUMO = -0.0194 Eh
total charge = 0
max |F| = 2.35 eV Å⁻¹
energy relative to the best compared isomer or geometry (same formula, charge and spin) = 0.0 kJ/mol

Geometry (Å):
C: 5.6009 -2.9162 2.5941
O: 6.2404 -2.0988 1.6188
C: 5.6956 -2.2806 0.3170
C: 5.8801 -1.0522 -0.6021
C: 5.6175 0.2896 0.1562
C: 4.0564 0.4692 0.3067
C: 3.6543 1.1724 1.6638
C: 3.1667 2.6144 1.3551
C: 2.0656 3.1777 2.3054
C: 0.8766 2.2027 2.6099
C: -0.5180 2.8627 2.2389
C: -0.9794 2.2060 0.9218
C: -0.3302 2.6075 -0.2131
C: -0.6555 2.0306 -1.4909
N: -0.0663 2.3126 -2.6440
S: -0.8468 1.3365 -3.7174
N: -1.8878 0.5822 -2.7367
C: -1.7240 1.0197 -1.4760
C: -2.3933 0.6174 -0.2783
C: -2.0379 1.1851 0.9332
C: -2.7515 0.6827 2.1904
C: -2.5554 -0.8703 2.4122
C: -3.7059 -1.6751 1.7213
C: -3.1577 -2.8333 0.7949
N: -4.0191 -3.1384 -0.3471
H: 6.3876 -3.4461 3.1639
H: 4.9495 -3.6909 2.1472
H: 4.9922 -2.2743 3.2576
H: 6.1773 -3.1813 -0.1255
H: 4.6106 -2.5236 0.3652
H: 5.1829 -1.1836 -1.4536
H: 6.8924 -1.0425 -1.0525
H: 6.0722 0.2735 1.1578
H: 6.0463 1.0771 -0.4920
H: 3.7506 1.0756 -0.5684
H: 3.5458 -0.5064 0.1877
H: 2.8983 0.5286 2.1431
H: 4.5451 1.1494 2.3194
H: 2.8165 2.7450 0.3152
H: 4.0561 3.2718 1.4649
H: 1.6199 4.0458 1.7768
H: 2.4583 3.5866 3.2538
H: 0.9340 1.2553 2.0500
H: 0.8652 1.9341 3.6836
H: -0.4428 3.9579 2.1457
H: -1.2178 2.6537 3.0632
H: 0.4717 3.3530 -0.1560
H: -3.1798 -0.1391 -0.3347
H: -2.4021 1.1606 3.1189
H: -3.8289 0.8986 2.0723
H: -2.5468 -1.1188 3.4865
H: -1.6012 -1.1524 1.9354
H: -4.3687 -1.0558 1.0946
H: -4.3432 -2.1752 2.4798
H: -2.9718 -3.7623 1.3612
H: -2.1967 -2.4606 0.3912
H: -4.8864 -3.5873 -0.0695
H: -4.2049 -2.3070 -0.8988
C: -11.5032 -6.4761 0.8184
O: -10.5440 -5.8073 1.6085
C: -9.3634 -6.5715 1.8029
C: -8.1468 -5.6744 1.9191
O: -7.7055 -5.1284 0.6799
C: -8.5257 -4.1082 0.1103
C: -8.4983 -2.8008 0.8792
O: -9.3112 -2.8817 2.0393
C: -8.8970 -1.9943 3.0541
H: -11.8820 -7.3634 1.3369
H: -12.3296 -5.7895 0.6395
H: -11.0788 -6.7631 -0.1504
H: -9.2142 -7.2711 0.9722
H: -9.4840 -7.1435 2.7312
H: -7.3148 -6.2908 2.2701
H: -8.2922 -4.8916 2.6647
H: -9.5430 -4.4684 -0.0449
H: -8.1036 -3.9199 -0.8801
H: -8.8998 -1.9984 0.2463
H: -7.4625 -2.5620 1.1506
H: -7.8481 -2.1701 3.3211
H: -9.5096 -2.1820 3.9351
H: -9.0311 -0.9537 2.7377
C: 9.0078 6.1775 -4.5485
O: 7.9306 5.2902 -4.7545
C: 8.3562 3.9807 -5.1009
C: 7.3903 2.9374 -4.5747
O: 7.4919 2.7055 -3.1746
C: 6.9957 3.7234 -2.3115
C: 5.4856 3.8589 -2.3221
O: 5.0495 4.5592 -3.4777
C: 3.7294 4.2192 -3.8430
H: 9.5534 6.3487 -5.4828
H: 8.6011 7.1246 -4.1962
H: 9.6907 5.7908 -3.7834
H: 9.3555 3.7793 -4.6974
H: 8.3969 3.9204 -6.1956
H: 7.6504 1.9831 -5.0406
H: 6.3617 3.1574 -4.8643
H: 7.4874 4.6775 -2.5057
H: 7.2935 3.4128 -1.3065
H: 5.1658 4.4343 -1.4428
H: 5.0330 2.8603 -2.2830
H: 3.6366 3.1383 -3.9997
H: 3.4966 4.7212 -4.7814
H: 3.0218 4.5462 -3.0731



Record 4
The following is a quantum chemistry calculation of CH5N3 as an isolated structure, from the OMol25 dataset.

Properties
LUMO (spin up / spin down) = 0.0333 / 0.0333 Eh
total charge = 0
max |F| = 4.17 eV Å⁻¹
energy relative to the best compared isomer or geometry (same formula, charge and spin) = 415.0 kJ/mol

Geometry (Å):
C: 0.8211 -0.9983 -0.5097
N: -1.3882 1.6002 0.7051
N: -0.4211 1.3767 0.0400
N: 0.1348 -0.2433 0.5552
H: 0.2520 -1.9452 -0.8450
H: 0.9610 -0.3555 -1.3325
H: 1.7842 -1.1646 -0.2565
H: -1.6073 2.5940 0.6883
H: -0.5365 -0.8639 0.9550



Record 5
The following is a quantum chemistry calculation of one molecule with the formula C5H10O, from the OMol25 dataset.

Properties
LUMO = 0.0349 Eh
total charge = 0
max |F| = 0.37 eV Å⁻¹
energy relative to the best compared isomer or geometry (same formula, charge and spin) = 434.1 kJ/mol

Geometry (Å):
C: -1.9748 0.6482 -0.2847
C: -0.6260 -1.3770 0.1213
O: -0.7797 0.0296 -0.7919
C: 0.4140 -0.3270 0.0557
C: 1.6196 -0.5286 -0.8406
C: 0.7116 0.5636 1.2402
H: -2.7842 -0.0501 -0.5022
H: -2.1259 1.5932 -0.8142
H: -1.9358 0.7967 0.7941
H: -0.4063 -2.0638 -0.7152
H: 1.3206 -0.9836 -1.7881
H: 2.1964 0.3823 -1.0370
H: 2.2776 -1.2398 -0.3255
H: 1.4030 0.0119 1.8882
H: -0.1716 0.7880 1.8399
H: 1.2059 1.4956 0.9404



Record 6
The following is a quantum chemistry calculation of one molecule with the formula C3H8N2OS, from the OMol25 dataset.

Properties
LUMO (spin up / spin down) = 0.0336 / -0.1065 Eh
total charge = 0
max |F| = 4.61 eV Å⁻¹
energy relative to the best compared isomer or geometry (same formula, charge and spin) = 378.7 kJ/mol
spin multiplicity = 3

Geometry (Å):
C: 1.2966 -0.6871 -0.7155
C: 0.4082 0.3794 -0.0549
C: -1.4849 0.2070 1.4376
N: 0.4292 -1.4926 -1.5161
N: -0.5792 -0.4686 0.4953
O: -2.0270 -1.0407 -1.6492
S: -1.1132 -1.6307 -0.6889
H: 2.1319 -0.2985 -1.4110
H: 1.8732 -1.2712 0.0932
H: 0.9421 0.9337 0.7683
H: -0.1008 1.1773 -0.7271
H: -2.5133 0.2810 1.1484
H: -1.5503 -0.1943 2.4482
H: -1.2511 1.3446 1.6827
H: 0.0105 -1.1957 -2.4799